# 1
Molecular formula: C25H40N
Method: DFT, wB97M-V/def2-TZVPD

Cartesian coordinates (Å):
C -0.58939 3.65138 -1.38764
C -1.09071 3.39168 -2.80321
C -1.80298 2.04739 -2.95938
C -0.92565 0.81800 -2.71146
C 0.25836 0.72201 -3.67345
C 0.91999 -0.65741 -3.68345
C 1.53795 -1.08051 -2.34971
C 2.76897 -0.26645 -1.96153
C 3.38560 -0.72579 -0.63941
C 2.52277 -0.46115 0.59751
C 2.25322 1.02719 0.82149
C 1.77824 1.35347 2.23709
C 0.40311 0.78536 2.59621
C -0.72849 1.42684 1.78662
C -2.10717 1.31738 2.44505
H -1.99880 1.45746 3.52222
H -2.74659 2.12084 2.07671
C -2.86115 0.00870 2.16328
N -2.07309 -1.16164 2.52111
C -1.92870 -1.40205 3.81903
C -1.12852 -2.42113 4.31105
C -0.45257 -3.22048 3.41941
C -0.61011 -3.01029 2.03955
C 0.04739 -3.83222 1.09715
C -0.13843 -3.64385 -0.24275
C -0.98366 -2.61726 -0.68842
C -1.61527 -1.77942 0.19675
C -1.45331 -1.94828 1.58336
H -2.23820 -0.99992 -0.20806
H -1.14392 -2.48602 -1.74684
H 0.35591 -4.27733 -0.96131
H 0.68957 -4.61742 1.46418
H 0.19257 -4.01456 3.76259
H -1.04604 -2.56577 5.37532
H -2.46572 -0.75296 4.49503
H -3.78211 -0.00614 2.75182
H -3.13922 -0.03299 1.11410
H -0.76282 1.00465 0.78141
H -0.49888 2.48843 1.68289
H 0.23043 0.97982 3.65828
H 0.42691 -0.29701 2.45765
H 2.50916 0.96392 2.94912
H 1.75036 2.43826 2.35833
H 1.52031 1.38690 0.09912
H 3.18106 1.57506 0.64700
H 1.58042 -1.00925 0.51378
H 3.05275 -0.85645 1.46812
H 4.34114 -0.21494 -0.50543
H 3.59291 -1.79729 -0.69923
H 3.51953 -0.37276 -2.74727
H 2.51484 0.79074 -1.89502
H 1.82886 -2.13222 -2.42013
H 0.78660 -1.00103 -1.56211
H 0.17265 -1.40040 -3.97676
H 1.69963 -0.66425 -4.44760
H 1.00058 1.47927 -3.42289
H -0.09691 0.93288 -4.68428
H -0.56429 0.82905 -1.68092
H -1.55125 -0.07168 -2.83585
H -2.20479 1.98612 -3.97295
H -2.65247 2.01913 -2.26980
H -1.79578 4.17992 -3.07498
H -0.25552 3.44859 -3.50162
H -1.40486 3.56212 -0.67162
H 0.19532 2.95033 -1.11356
H -0.17976 4.65546 -1.31371

Cartesian forces, eV/Å:
C -0.009 0.029 -0.289
C -0.154 -0.120 0.137
C 0.152 0.021 0.051
C 0.009 0.231 -0.234
C -0.090 -0.294 0.132
C 0.014 0.100 0.157
C 0.082 0.243 -0.192
C -0.047 -0.297 0.165
C -0.165 0.060 -0.017
C 0.137 0.175 -0.164
C -0.002 -0.200 0.277
C -0.088 -0.135 -0.118
C 0.188 0.229 -0.105
C 0.007 -0.095 0.302
C 0.041 -0.194 -0.295
H -0.077 0.034 0.066
H -0.090 -0.013 0.070
C -0.436 1.144 -0.102
N 0.108 -0.464 0.328
C 0.143 -0.165 0.199
C 0.149 -0.168 -0.164
C -0.251 0.323 0.003
C -0.208 0.330 -0.015
C -0.062 0.056 -0.250
C 0.099 -0.120 0.257
C -0.175 0.114 0.336
C -0.085 0.121 -0.278
C 0.553 -0.735 -0.192
H -0.035 0.055 -0.005
H -0.015 0.086 -0.096
H 0.065 -0.081 -0.052
H 0.073 -0.097 0.037
H 0.062 -0.094 0.050
H -0.025 0.029 0.085
H -0.053 0.102 -0.078
H 0.072 -0.160 -0.116
H 0.005 -0.116 0.150
H 0.012 0.069 -0.191
H 0.006 0.024 -0.106
H -0.052 -0.060 0.053
H -0.025 -0.102 0.076
H 0.066 0.060 0.032
H 0.008 0.044 0.093
H -0.016 0.114 -0.144
H 0.012 0.071 -0.110
H -0.087 -0.088 0.066
H -0.047 -0.057 0.079
H 0.079 -0.051 0.047
H 0.101 -0.030 -0.030
H 0.005 0.088 -0.069
H 0.019 0.137 -0.067
H -0.014 -0.086 0.085
H -0.004 -0.035 0.049
H -0.021 -0.020 -0.100
H 0.007 -0.098 -0.072
H 0.042 0.128 -0.065
H 0.023 0.109 -0.042
H 0.010 -0.085 0.155
H -0.005 -0.106 0.065
H -0.094 -0.047 -0.010
H -0.087 0.026 -0.035
H 0.062 0.026 -0.082
H 0.006 0.074 -0.085
H -0.077 -0.018 0.141
H 0.115 -0.099 0.122
H 0.064 0.081 0.102

The multiplicity is 1. As for the SMILES: CCCCCCCCCCCCCCCC[n+]1cccc2ccccc21. For the energy above the lowest of the compared OMol25 structures with the same formula, charge and spin, the calculation gives 0.0 kJ/mol. Its total charge is +1. Its total energy is -28059.5339 eV. The value obtained for the largest force on an atom is 1.229 eV Å⁻¹.

natural (NBO) population analysis, charges in e, atoms 1 to 8: C -0.61; C -0.40; C -0.39; C -0.40; C -0.41; C -0.38; C -0.41; C -0.40

# 2
Molecular formula: BrH10O5
Method: DFT, wB97M-V/def2-TZVPD

Cartesian coordinates (Å):
Br -0.45421 -0.01348 0.73236
O -3.52731 -1.68040 0.63020
H -4.05789 -1.47394 -0.13927
H -2.77980 -1.08526 0.57298
O 1.44053 0.56002 -2.23223
H 0.81326 0.69480 -1.52189
H 1.62844 -0.37833 -2.21164
O -0.61150 3.47785 0.18783
H 0.20723 3.10204 -0.13573
H -1.06470 2.74416 0.60320
O 2.90289 0.93110 0.29438
H 2.90666 1.88743 0.33506
H 2.00002 0.68585 0.49667
O -0.01899 -3.42996 0.96063
H -0.26361 -2.52033 0.79040
H 0.87900 -3.50156 0.63703

Cartesian forces, eV/Å:
Br 0.026 0.148 -0.149
O -0.596 -0.391 0.124
H -0.070 0.039 -0.161
H 0.721 0.368 0.070
O 0.157 0.261 -0.858
H -0.391 -0.163 0.477
H 0.016 -0.138 0.178
O -0.062 0.774 -0.082
H 0.079 -0.270 -0.040
H -0.003 -0.555 0.100
O 0.802 0.067 0.154
H 0.001 0.165 -0.028
H -0.700 -0.298 0.170
O 0.027 -0.846 0.094
H -0.174 0.759 -0.009
H 0.169 0.082 -0.040

The multiplicity is 1. For the energy above the lowest of the compared OMol25 structures with the same formula, charge and spin, the calculation gives 19.1 kJ/mol. Its total charge is -1. Its total energy is -80445.9369 eV. The value obtained for the largest force on an atom is 0.911 eV Å⁻¹.

natural (NBO) population analysis, charges in e, atoms 1 to 8: Br -0.95; O -0.96; H 0.45; H 0.50; O -0.96; H 0.49; H 0.46; O -0.96